Here is a cluster of 10 separate species, C24H44B2N9O4P in total at a distorted geometry from OMol25. Energies are from ωB97M-V with the def2-TZVPD basis set.

Output
LUMO level	-0.54	eV
electronic energy	-57838.0469	eV
SMILES string	CCCCOB(B(O)CC)P(O)O.CC#N.CC#N.CC#N.CC#N.CC#N.CC#N.CC#N.CC#N.CC#N
HOMO level	-7.557	eV

Each line ends with the Löwdin charge.
CARTESIAN COORDINATES (ANGSTROEM)
C (-1.433, 4.258, 1.394)  -0.173
C (-0.918, 3.584, -0.008)  -0.250
C (0.013, 2.210, 0.220)  -0.195
C (-0.977, 0.959, -0.076)  -0.203
O (-0.467, -0.386, 0.117)  -0.078
B (0.967, -0.474, 0.395)  -0.408
B (1.397, -0.963, 1.946)  -0.298
O (0.766, -2.259, 2.383)  -0.026
C (2.422, -0.133, 2.928)  -0.160
C (2.827, -0.996, 4.302)  -0.146
P (2.382, -0.118, -0.895)  0.929
O (3.347, -1.608, -0.895)  -0.365
O (3.473, 1.115, -0.314)  -0.363
H (-0.739, 5.167, 1.732)  0.090
H (-1.635, 3.499, 2.267)  0.024
H (-2.487, 4.763, 1.151)  0.059
H (-1.872, 3.248, -0.618)  0.105
H (-0.313, 4.351, -0.687)  0.102
H (0.901, 2.352, -0.564)  0.048
H (0.389, 2.309, 1.343)  0.131
H (-1.438, 1.101, -1.169)  0.149
H (-1.916, 1.083, 0.652)  0.143
H (1.380, -2.958, 1.960)  0.110
H (3.444, 0.011, 2.337)  0.113
H (2.012, 0.896, 3.312)  0.112
H (3.781, -1.635, 4.027)  0.081
H (1.978, -1.733, 4.639)  0.071
H (3.021, -0.275, 5.229)  0.082
H (4.149, -1.391, -0.312)  0.080
H (3.042, 2.019, -0.317)  0.050
C (-4.259, 8.083, 0.382)  -0.073
C (-3.151, 7.284, -0.167)  -0.250
N (-2.276, 6.653, -0.602)  0.140
H (-3.899, 9.006, 0.850)  0.081
H (-4.974, 8.372, -0.396)  0.022
H (-4.817, 7.530, 1.145)  0.086
C (2.324, -4.683, -0.354)  -0.070
C (2.949, -5.504, 0.696)  -0.257
N (3.442, -6.153, 1.525)  0.117
H (1.235, -4.646, -0.245)  0.016
H (2.686, -3.650, -0.329)  0.050
H (2.535, -5.075, -1.355)  0.053
C (-1.774, -5.520, 1.428)  -0.064
C (-1.192, -5.006, 0.176)  -0.237
N (-0.733, -4.601, -0.813)  0.141
H (-2.363, -6.427, 1.258)  0.071
H (-0.999, -5.770, 2.161)  0.076
H (-2.437, -4.785, 1.896)  0.084
C (1.165, -8.722, 2.014)  -0.082
C (-0.177, -8.951, 1.452)  -0.272
N (-1.236, -9.132, 1.007)  0.128
H (1.254, -9.131, 3.026)  0.087
H (1.944, -9.191, 1.405)  0.072
H (1.401, -7.654, 2.075)  0.047
C (1.183, -1.495, -4.549)  -0.085
C (1.201, -0.408, -5.543)  -0.275
N (1.216, 0.450, -6.328)  0.107
H (0.479, -1.288, -3.737)  0.072
H (0.887, -2.449, -4.999)  0.081
H (2.168, -1.643, -4.094)  0.070
C (3.535, 4.418, -3.303)  -0.064
C (2.390, 3.564, -2.943)  -0.230
N (1.486, 2.890, -2.657)  0.152
H (3.214, 5.425, -3.588)  0.084
H (4.238, 4.525, -2.470)  0.081
H (4.096, 4.006, -4.149)  0.086
C (-3.578, 1.419, 4.094)  -0.066
C (-3.040, 2.788, 4.149)  -0.261
N (-2.615, 3.871, 4.193)  0.135
H (-3.736, 1.006, 5.096)  0.082
H (-4.540, 1.383, 3.574)  0.084
H (-2.900, 0.739, 3.567)  0.077
C (-5.599, 10.278, -3.586)  -0.070
C (-6.121, 9.192, -2.739)  -0.250
N (-6.534, 8.335, -2.070)  0.131
H (-6.156, 11.209, -3.441)  0.083
H (-4.548, 10.492, -3.366)  0.083
H (-5.661, 10.026, -4.650)  0.084
C (2.459, -8.532, -1.537)  -0.067
C (2.478, -7.445, -2.531)  -0.260
N (2.492, -6.587, -3.316)  0.134
H (1.755, -8.325, -0.724)  0.051
H (2.163, -9.486, -1.986)  0.087
H (3.444, -8.680, -1.082)  0.087


Here is a structure of composition C24H44BBeCaCl4FN5O9S at a distorted geometry from OMol25. Energies are from ωB97M-V with the def2-TZVPD basis set.

Output
LUMO level	-5.91	eV
charge	+1
energy above the lowest of the compared OMol25 structures with the same formula, charge and spin	0.0	kJ/mol
electronic energy	-134619.7997	eV
HOMO level	-8.594	eV

Each line ends with the Löwdin charge.
CARTESIAN COORDINATES (ANGSTROEM)
C (5.049, -3.173, -0.785)  -0.103
C (4.322, -2.134, 0.075)  -0.137
B (4.095, -0.797, -0.680)  -0.546
O (5.077, -0.102, -1.308)  0.160
N (2.672, -0.187, -0.622)  0.250
C (2.006, -0.062, -1.750)  -0.402
N (2.683, 0.017, -2.981)  0.031
N (0.671, 0.054, -1.805)  0.103
C (-0.219, 0.097, -0.656)  -0.073
C (-1.595, 0.630, -1.078)  -0.415
O (-1.691, 1.737, -1.621)  -0.017
N (-2.681, -0.140, -0.778)  -0.155
C (-2.733, -1.436, -1.482)  -0.035
C (-2.743, -0.320, 0.698)  -0.086
H (4.523, -3.362, -1.721)  0.022
H (6.069, -2.865, -1.011)  0.081
H (5.105, -4.123, -0.257)  0.082
H (3.382, -2.527, 0.472)  0.106
H (4.945, -1.916, 0.950)  0.126
H (5.241, -0.470, -2.188)  0.119
H (2.180, -0.738, 0.084)  0.153
H (2.678, 0.984, -3.316)  0.078
H (2.129, -0.547, -3.662)  -0.126
H (0.246, 0.109, -2.718)  0.120
H (-0.380, -0.907, -0.264)  0.140
H (0.170, 0.748, 0.131)  0.121
H (-3.712, -1.864, -1.285)  0.099
H (-2.629, -1.335, -2.562)  0.091
H (-2.015, -2.142, -1.055)  0.085
H (-1.939, 0.229, 1.213)  -0.062
H (-3.708, 0.017, 1.070)  0.086
H (-2.650, -1.372, 0.951)  0.061
Cl (-0.797, 0.510, 2.973)  0.286
C (-3.186, -5.523, 2.002)  -0.004
C (-3.400, -4.072, 1.690)  -0.456
O (-3.345, -3.619, 0.558)  0.026
C (-3.688, -3.134, 2.832)  -0.014
H (-2.986, -6.070, 1.083)  0.079
H (-2.340, -5.633, 2.683)  0.089
H (-4.075, -5.935, 2.480)  0.095
H (-2.822, -3.125, 3.565)  0.082
H (-4.590, -3.451, 3.352)  0.095
H (-3.829, -2.131, 2.457)  0.059
Cl (-6.797, 3.258, 1.509)  0.549
C (-5.211, 4.040, 1.711)  -0.670
C (-4.088, 3.037, 1.779)  -0.688
Cl (-4.127, 2.073, 3.267)  0.573
H (-5.248, 4.652, 2.608)  0.069
H (-5.068, 4.693, 0.850)  0.066
H (-3.131, 3.560, 1.769)  0.069
H (-4.121, 2.353, 0.932)  0.047
F (-1.480, -1.613, 3.484)  -0.404
Be (2.787, -2.212, -4.063)  0.128
Cl (2.338, -1.105, -5.805)  -0.043
C (-0.224, 2.983, -7.976)  -0.167
C (-0.276, 4.148, -6.964)  -0.161
C (-0.590, 3.530, -5.599)  -0.307
S (0.068, 1.796, -5.669)  0.606
O (-1.043, 0.906, -5.526)  -0.240
O (1.210, 1.714, -4.733)  -0.503
C (0.632, 1.871, -7.344)  -0.193
H (0.201, 3.303, -8.923)  0.137
H (-1.232, 2.610, -8.165)  0.133
H (0.693, 4.647, -6.926)  0.135
H (-1.020, 4.895, -7.230)  0.137
H (-0.105, 4.110, -4.796)  0.032
H (-1.674, 3.467, -5.405)  0.138
H (0.502, 0.887, -7.794)  0.127
H (1.690, 2.138, -7.326)  0.129
Ca (-0.141, 2.813, -3.416)  1.507
C (-1.939, -3.600, 7.398)  0.017
C (-2.433, -4.179, 6.021)  -0.680
O (-1.930, -5.228, 5.637)  0.030
O (-3.304, -3.432, 5.501)  0.032
H (-1.189, -4.268, 7.811)  0.072
H (-1.515, -2.612, 7.233)  0.075
H (-2.783, -3.519, 8.079)  0.073
C (4.654, 2.357, 2.211)  -0.077
C (5.108, 2.784, 3.449)  -0.062
C (4.349, 2.544, 4.582)  0.004
C (3.149, 1.875, 4.453)  -0.132
C (2.666, 1.442, 3.229)  -0.013
C (3.436, 1.693, 2.098)  -0.078
N (2.362, 1.605, 5.679)  -0.349
O (2.814, 2.022, 6.727)  0.082
O (1.330, 0.989, 5.551)  0.076
H (5.251, 2.541, 1.327)  0.105
H (6.054, 3.300, 3.534)  0.111
H (4.689, 2.869, 5.554)  0.123
H (1.717, 0.923, 3.168)  0.025
H (3.109, 1.374, 1.117)  0.067


Here is a structure of composition C24H44Cl3GaN2O4Si at a distorted geometry from OMol25. Energies are from ωB97M-V with the def2-TZVPD basis set.

Output
LUMO level	0.42	eV
energy above the lowest of the compared OMol25 structures with the same formula, charge and spin	0.0	kJ/mol
electronic energy	-134596.7880	eV
HOMO level	-8.307	eV

Each line ends with the Löwdin charge.
CARTESIAN COORDINATES (ANGSTROEM)
C (1.710, -1.069, -3.608)  -0.058
C (1.213, 0.285, -3.279)  -0.231
H (1.620, -1.270, -4.671)  0.063
H (1.173, -1.848, -3.045)  0.006
H (2.774, -1.155, -3.346)  0.098
C (0.651, 1.135, -4.178)  -0.102
C (0.414, 0.813, -5.615)  -0.107
H (0.411, 2.148, -3.856)  0.099
H (0.372, -0.274, -5.800)  0.065
H (1.202, 1.236, -6.262)  0.080
H (-0.536, 1.268, -5.938)  0.070
Ga (0.248, -1.067, 0.637)  -0.036
Cl (2.294, -0.489, 1.140)  0.337
Cl (-0.648, -2.985, 1.504)  0.451
C (0.566, 2.677, 1.741)  -0.292
O (-0.305, 1.834, 1.512)  -0.033
N (0.316, 3.973, 2.045)  -0.178
C (-1.050, 4.460, 2.132)  -0.041
C (1.373, 4.969, 2.076)  -0.058
H (1.648, 2.425, 1.711)  0.132
H (-1.730, 3.607, 2.163)  0.083
H (-1.291, 5.095, 1.267)  0.084
H (-1.160, 5.072, 3.035)  0.090
H (2.321, 4.481, 1.828)  0.088
H (1.441, 5.426, 3.074)  0.088
H (1.177, 5.773, 1.350)  0.083
H (-1.405, -1.141, -2.527)  0.095
H (-2.547, 1.577, -2.977)  0.095
C (-2.333, -1.126, -1.938)  -0.014
C (-3.269, 1.132, -2.273)  -0.036
N (-2.620, 0.183, -1.381)  -0.156
H (-2.234, -1.870, -1.142)  0.089
C (-2.323, 0.501, -0.127)  -0.236
O (-1.724, -0.301, 0.660)  -0.104
H (-3.704, 1.937, -1.665)  0.097
H (-2.628, 1.527, 0.191)  0.159
H (-3.153, -1.407, -2.606)  0.094
H (-4.058, 0.622, -2.841)  0.095
O (0.315, -0.253, -1.204)  -0.267
C (1.230, 0.622, -1.797)  -0.393
C (-0.240, 2.730, -1.416)  -0.040
C (1.007, 2.104, -1.493)  -0.182
H (-1.153, 2.118, -1.361)  0.079
C (-0.310, 4.137, -1.443)  -0.083
H (2.268, 0.373, -1.499)  0.106
C (2.179, 2.856, -1.445)  -0.028
H (-1.293, 4.630, -1.481)  0.106
C (0.868, 4.889, -1.445)  -0.118
C (2.119, 4.262, -1.426)  -0.080
H (3.133, 2.316, -1.457)  0.124
H (0.820, 5.987, -1.453)  0.103
H (3.055, 4.824, -1.435)  0.102
Si (0.580, -4.939, 0.182)  0.078
Cl (1.254, -3.414, -1.156)  0.370
C (-1.228, -5.502, 0.302)  -0.295
C (1.909, -4.964, 1.494)  -0.249
C (0.911, -6.816, -0.325)  -0.241
H (-2.026, -4.752, 0.205)  -0.007
H (-1.302, -5.973, 1.297)  0.045
H (-1.450, -6.306, -0.422)  0.021
H (0.141, -7.197, -1.009)  0.007
H (0.812, -7.362, 0.625)  0.030
H (1.893, -7.042, -0.755)  0.017
H (2.052, -4.009, 2.015)  0.004
H (2.888, -5.277, 1.091)  0.046
H (1.637, -5.744, 2.214)  0.036
C (-1.195, -0.327, 4.959)  -0.148
C (-0.010, -1.287, 5.145)  -0.136
C (0.676, -1.323, 3.778)  -0.256
O (-0.162, -0.624, 2.846)  -0.357
C (-1.448, -0.283, 3.452)  -0.178
H (-2.093, -0.631, 5.508)  0.113
H (-0.912, 0.688, 5.262)  0.111
H (-0.373, -2.290, 5.381)  0.111
H (0.698, -0.949, 5.908)  0.112
H (1.628, -0.790, 3.734)  0.087
H (0.843, -2.343, 3.407)  0.061
H (-2.237, -1.018, 3.169)  0.119
H (-1.690, 0.723, 3.058)  0.110